Record 1
4 unconnected molecules or ions with the total composition C22H41F10O7PS4, computed with ωB97M-V with the def2-TZVPD basis set.

## Properties
**Highest occupied orbital energy**: -7.6 eV
**Charge**: 0
**Kohn-Sham gap**: 6.709 eV
**Spin multiplicity**: 1
**Lowest unoccupied orbital energy**: -0.90 eV
**Total energy**: -117610.590 eV
**Structure (SMILES)**: C[C@@H](O)CP(CCC(F)(F)C(F)(F)S(F)(F)(F)(F)F)C[C@@H](C)F.O=S1(=O)CCCC1.O=S1(=O)CCCC1.O=S1(=O)CCCC1

XYZ file:
```
85
Properties=species:S:1:pos:R:3:lowdin_charge:R:1
C -1.23068 1.89278 -1.83783 -0.07
C -1.42978 1.16533 -3.27855 -0.45
O -2.80263 0.72136 -3.31045 -0.09
C -1.06448 2.24744 -4.38070 -0.32
P -0.82114 1.51966 -6.13718 0.95
C 0.73698 0.42043 -6.18222 -0.34
C 1.68535 0.57683 -4.92002 -0.12
C 2.60234 -0.72360 -4.63454 -0.36
F 3.58697 -0.72880 -5.62488 0.08
F 1.71824 -1.81926 -4.68981 0.07
C 3.13991 -0.55564 -3.14697 -0.36
F 2.12074 -0.73508 -2.21791 0.09
F 3.58289 0.77934 -3.01349 0.06
S 4.57766 -1.63923 -2.64994 0.98
F 4.89362 -0.62860 -1.34061 -0.19
F 5.63698 -0.82388 -3.61483 -0.15
F 4.25406 -2.79612 -3.77973 -0.15
F 3.59715 -2.51304 -1.59420 -0.19
F 5.84839 -2.57245 -2.13375 -0.16
C -2.39598 0.50786 -6.42498 -0.33
C -2.27373 -1.05134 -6.15816 -0.39
C -1.84680 -1.87172 -7.48145 -0.07
F -1.48258 -1.41604 -5.02929 -0.08
H -1.00366 1.11012 -1.02402 0.06
H -2.17622 2.48121 -1.57663 0.10
H -0.36508 2.61406 -1.95964 0.07
H -0.75351 0.25650 -3.25030 0.12
H -3.00527 0.26362 -2.46822 0.10
H -0.19959 2.92640 -4.10390 0.08
H -1.98241 2.92680 -4.48674 0.10
H 0.43890 -0.63869 -6.44256 0.07
H 1.33537 0.79850 -7.08301 0.08
H 1.16855 0.79169 -3.93931 0.10
H 2.43469 1.41319 -5.13851 0.14
H -3.22258 0.99902 -5.81790 0.08
H -2.69472 0.64995 -7.51931 0.08
H -3.33350 -1.42139 -5.92924 0.14
H -1.22532 -1.25563 -8.19849 0.07
H -1.38774 -2.86193 -7.18773 0.08
H -2.82948 -2.11798 -8.01407 0.08
C 2.85578 1.60553 2.23842 -0.21
C 1.84145 1.60461 3.38459 -0.22
C 0.59952 2.35478 2.90070 -0.21
S 0.54952 2.14572 1.12480 0.68
O 0.74345 3.43609 0.50443 -0.32
O -0.55635 1.28311 0.77339 -0.35
C 2.06973 1.21972 0.99185 -0.23
H 3.67885 0.91227 2.42324 0.11
H 3.27827 2.60839 2.12002 0.12
H 1.57125 0.57397 3.63262 0.07
H 2.25200 2.06316 4.28718 0.12
H -0.31104 1.94816 3.33764 0.07
H 0.66848 3.42238 3.11291 0.11
H 2.58185 1.47573 0.06461 0.10
H 1.81408 0.15806 1.00005 0.11
C 1.89796 -4.27296 4.37403 -0.22
C 0.67227 -4.55982 3.50337 -0.21
C -0.41656 -3.55987 3.90009 -0.22
S 0.43542 -2.10660 4.50515 0.67
O 0.14368 -1.95307 5.91155 -0.32
O 0.26241 -1.02408 3.56117 -0.34
C 2.08694 -2.76185 4.33686 -0.23
H 2.78411 -4.79646 4.01146 0.12
H 1.70708 -4.60141 5.40034 0.12
H 0.93358 -4.42110 2.44987 0.12
H 0.32448 -5.58770 3.62147 0.12
H -1.04013 -3.28444 3.04959 0.11
H -1.03953 -3.94599 4.70799 0.11
H 2.71874 -2.38731 5.14145 0.11
H 2.47732 -2.43772 3.36981 0.11
C -2.72443 0.82742 6.20536 -0.22
C -3.77470 1.73519 6.85139 -0.22
C -3.95398 2.95148 5.93908 -0.22
S -3.55750 2.39716 4.28351 0.67
O -2.36653 3.08440 3.84097 -0.32
O -4.76446 2.36061 3.49090 -0.32
C -3.11128 0.72896 4.73529 -0.23
H -2.69221 -0.15573 6.67781 0.12
H -1.73351 1.28180 6.30232 0.12
H -4.72233 1.19402 6.93422 0.12
H -3.48200 2.03837 7.85854 0.11
H -4.97813 3.32338 5.95912 0.10
H -3.26242 3.75338 6.20094 0.11
H -2.29905 0.37613 4.09930 0.10
H -3.99401 0.10046 4.60168 0.11
```

Record 2
A molecular structure, C22H41N3OP2PtS, computed with ωB97M-V with the def2-TZVPD basis set.

## Properties
**Highest occupied orbital energy (alpha / beta)**: -13.4 / -14.1 eV
**Charge**: +2
**Kohn-Sham gap (alpha / beta)**: 7.484 / 6.535 eV
**Spin multiplicity**: 3
**Lowest unoccupied orbital energy (alpha / beta)**: -5.88 / -7.60 eV
**Total energy**: -62644.191 eV

XYZ file:
```
71
Properties=species:S:1:pos:R:3:lowdin_charge:R:1
Pt 0.10058 -1.53157 0.75675 0.87
C -2.14082 -0.77449 -1.87253 -0.20
P -1.73916 -0.35957 -0.16181 0.90
C -1.18182 1.37476 -0.25023 -0.39
N -1.98610 2.25091 -0.80378 0.16
C -1.56574 3.53089 -0.88196 -0.18
C -2.40616 4.51317 -1.45836 0.01
C -1.97140 5.80142 -1.53167 -0.03
C -0.68876 6.17057 -1.04423 -0.03
C 0.14475 5.24698 -0.49085 0.01
C -0.27976 3.90018 -0.39661 -0.18
N 0.54227 2.97278 0.13767 0.16
C 0.10127 1.73958 0.22180 -0.39
P 1.23510 0.46825 0.87061 0.85
C 2.66972 0.60661 -0.21677 -0.20
C 1.74619 0.91852 2.58577 -0.72
C 0.46917 1.08800 3.41106 -0.09
C 2.57656 -0.24577 3.13692 -0.10
C 2.57841 2.20356 2.60011 -0.07
C -3.29059 -0.42066 0.84005 -0.71
C -3.64547 -1.89652 1.04592 -0.09
C -2.99603 0.23903 2.18864 -0.08
C -4.44318 0.29325 0.12811 -0.07
H -2.76534 0.01365 -2.29358 0.06
H -2.66978 -1.72660 -1.91323 0.06
H -1.21599 -0.86258 -2.43897 0.03
H -3.37768 4.21168 -1.82490 0.12
H -2.60647 6.56077 -1.96710 0.12
H -0.37601 7.20302 -1.11890 0.12
H 1.12587 5.50753 -0.11826 0.12
H 3.01201 1.64153 -0.23544 0.07
H 2.37357 0.31345 -1.22239 0.02
H 3.47314 -0.04267 0.13068 0.06
H -0.12918 0.17248 3.41630 0.05
H -0.14886 1.90854 3.04320 0.09
H 0.73680 1.31038 4.44494 0.10
H 1.99582 -1.16987 3.18904 0.06
H 2.90069 0.00203 4.14876 0.10
H 3.47384 -0.43010 2.54339 0.08
H 2.05523 3.03701 2.13647 0.07
H 3.53776 2.06792 2.09986 0.09
H 2.78649 2.46281 3.63976 0.10
H -2.86774 -2.42198 1.60566 0.05
H -3.82022 -2.41630 0.10187 0.08
H -4.56601 -1.96051 1.62793 0.10
H -2.18406 -0.26776 2.71646 0.06
H -3.88462 0.18073 2.81899 0.10
H -2.73686 1.29321 2.07892 0.09
H -4.71341 -0.20447 -0.80370 0.09
H -4.20908 1.33311 -0.08806 0.07
H -5.31800 0.26524 0.78042 0.10
N -0.28674 -3.64202 1.42166 -0.04
H 0.51572 -4.25556 1.31910 0.05
H -1.06218 -4.07510 0.92710 0.06
H -0.52779 -3.65760 2.40984 0.07
C 2.32556 -0.89128 -3.73581 -0.12
C 2.17286 -2.36870 -3.42150 -0.37
S 2.07157 -2.68816 -1.65584 0.97
O 0.65704 -2.17663 -1.29468 -0.70
C 1.94860 -4.48522 -1.72403 -0.38
C 3.33057 -5.12429 -1.74654 -0.11
H 2.42380 -0.76370 -4.81266 0.09
H 3.21746 -0.47198 -3.27100 0.08
H 1.44971 -0.32677 -3.41482 0.07
H 3.02990 -2.94990 -3.76817 0.10
H 1.26148 -2.79389 -3.84596 0.11
H 1.34823 -4.74603 -2.59648 0.10
H 1.38174 -4.75662 -0.83368 0.07
H 3.89131 -4.83961 -2.63648 0.08
H 3.22595 -6.20757 -1.76423 0.09
H 3.91425 -4.85154 -0.86857 0.08
```